20
Properties=species:S:1:pos:R:3:forces:R:3 method="wB97M-V/def2-TZVPD" charge=0 relative_energy_kcal_mol=18.55 homo_lumo_gap_ha=0.369 e_homo_ev=-9.3 smiles="CN=C(N)N.CC(=O)O"
N 1.0953 0.3299 -0.0557 0.249 -0.060 -0.009
H 1.4908 1.6996 1.4662 -0.138 -0.071 0.086
O -1.8726 -0.6531 -1.4769 0.058 0.062 0.043
H -0.2968 0.8127 -0.2478 -1.754 -1.023 1.054
C -3.6679 0.4831 -0.2720 1.953 0.692 -0.199
H -4.2939 -0.1439 -0.8746 -0.711 -0.027 0.063
N 0.6898 -1.9338 -0.1303 -0.445 -0.419 0.821
H 3.1046 -2.1040 0.5550 -0.163 -0.044 0.058
H -3.7053 1.5653 -0.4748 -0.642 -0.404 -0.217
H 2.9223 1.2617 0.5963 0.059 0.113 -0.270
C 1.5553 -0.8816 0.0293 0.570 1.695 -0.139
C 1.8527 1.4374 0.4685 0.304 0.666 0.392
H -0.2207 -1.5926 0.1249 -0.435 -0.099 -0.403
H 3.4848 -0.4639 0.7308 -0.137 0.191 -0.170
H -3.7409 0.4164 0.8119 -0.387 -0.402 -0.074
C -2.2113 0.1642 -0.6445 -0.433 0.387 0.771
N 2.8547 -1.1501 0.3676 -0.205 -0.912 -0.282
O -1.3986 0.9123 0.0852 1.709 0.081 -1.179
H 0.6239 -2.5243 -0.9409 0.552 0.170 -0.261
H 1.7338 2.3646 -0.1181 -0.004 -0.597 -0.087